A cluster of 14 separate species, C10H48O14 in total at a distorted geometry. Source: OMol25; level of theory: ωB97M-V/def2-TZVPD.

Structure (XYZ):
```
72
Properties=species:S:1:pos:R:3:lowdin_charge:R:1
O -4.840 0.816 1.841 -0.05
H -5.442 0.072 1.918 0.03
H -4.095 0.475 1.337 0.01
O 1.985 1.940 2.718 -0.04
H 2.624 2.548 3.099 0.06
H 2.525 1.288 2.246 0.01
O 2.160 2.874 -0.287 -0.04
H 1.762 2.610 0.550 0.02
H 1.427 3.218 -0.807 0.06
O -2.351 -1.909 -2.482 -0.04
H -1.545 -2.415 -2.353 0.02
H -2.240 -1.493 -3.341 0.04
O -0.847 1.699 3.557 -0.07
H -1.233 1.253 2.794 -0.01
H 0.100 1.690 3.377 -0.02
O 2.338 -2.985 -1.824 -0.03
H 1.675 -3.665 -1.963 0.04
H 2.079 -2.263 -2.405 0.05
O 3.142 -2.802 1.077 -0.05
H 3.011 -2.961 0.136 0.01
H 2.287 -2.983 1.489 0.02
O -1.870 -2.542 0.555 -0.02
H -1.498 -2.415 -0.324 0.03
H -2.549 -3.213 0.438 0.09
O 3.098 1.305 -2.344 -0.08
H 3.466 1.916 -2.986 0.03
H 2.951 1.841 -1.548 -0.02
C -0.095 1.560 -4.721 -0.07
C -1.121 1.383 -3.588 -0.32
O -1.522 2.673 -3.167 -0.08
H -0.454 2.317 -5.421 0.07
H 0.176 0.638 -5.234 0.07
H 0.799 2.029 -4.309 0.07
H -0.689 0.821 -2.761 0.09
H -2.026 0.863 -3.914 0.09
H -1.954 3.130 -3.892 0.08
C 5.632 1.356 2.344 -0.09
C 4.840 0.116 2.709 -0.29
O 3.738 -0.194 1.814 -0.12
H 6.621 1.330 2.805 0.07
H 5.221 2.310 2.677 0.06
H 5.792 1.403 1.266 0.08
H 4.497 0.283 3.732 0.11
H 5.554 -0.706 2.653 0.11
H 3.592 -1.152 1.769 0.04
C 0.622 -0.310 -0.122 -0.06
C -0.622 0.541 0.172 -0.27
O -1.366 0.096 1.272 -0.09
H 1.189 -0.504 0.786 0.07
H 1.261 0.176 -0.862 0.06
H 0.444 -1.288 -0.581 0.05
H -1.283 0.785 -0.661 0.09
H -0.140 1.463 0.510 0.10
H -1.378 -0.870 1.242 0.04
C -4.405 1.045 -1.954 -0.08
C -5.286 0.770 -3.185 -0.28
O -5.930 -0.510 -3.001 -0.10
H -4.275 2.126 -1.890 0.08
H -3.429 0.560 -1.911 0.04
H -4.854 0.629 -1.051 0.06
H -4.656 0.751 -4.075 0.10
H -6.133 1.440 -3.331 0.11
H -6.772 -0.364 -2.564 0.07
C 0.134 -1.618 4.282 -0.06
C 0.030 -2.870 3.392 -0.28
O 0.444 -2.572 2.052 -0.12
H -0.576 -0.901 3.873 0.06
H 1.137 -1.197 4.334 0.08
H -0.184 -1.876 5.293 0.07
H -0.994 -3.247 3.409 0.11
H 0.674 -3.652 3.800 0.11
H -0.373 -2.661 1.539 0.02
```

Summary:
HOMO-LUMO gap in eV: 9.2721
Calculated total energy in Eh: -1463.092702
Energy relative to the best compared isomer or geometry (same formula, charge and spin) in kcal per mole: 8.7
HOMO in eV: -9.8
Charge: 0
Multiplicity: 1